[1]
{"formula": "C4H5HgO", "method": "ωB97M-V/def2-TZVPD", "spin_multiplicity": 2, "fmax_ev_per_a": 5.61, "charge": 2, "total_energy_ev": -10426.884, "lumo_ev": [-13.11, -13.09], "homo_energy_ev": [-17.63, -19.74], "elements": ["C", "C", "C", "C", "O", "Hg", "H", "H", "H", "H", "H"], "coordinates": [[-1.817, 0.110, 1.241], [-0.574, 0.493, 0.796], [0.041, -0.087, -0.320], [1.385, 0.225, -0.643], [2.041, -0.348, -1.545], [2.145, -1.680, -2.755], [-2.280, 0.598, 2.098], [-2.372, -0.685, 0.740], [-0.462, -0.875, -0.887], [1.858, 1.087, -0.145], [0.035, 1.163, 1.418]]}

---

[2]
{"formula": "C4H5HgO2", "method": "ωB97M-V/def2-TZVPD", "spin_multiplicity": 2, "fmax_ev_per_a": 3.76, "charge": 0, "total_energy_ev": -12493.299, "lumo_ev": [0.32, -1.76], "homo_energy_ev": [-8.41, -9.04], "elements": ["H", "O", "Hg", "O", "C", "C", "C", "C", "H", "H", "H", "H"], "coordinates": [[-2.955, 0.809, -1.675], [-2.854, 0.257, -0.897], [-2.632, -1.677, -0.930], [3.331, -0.566, 0.209], [2.148, -0.556, -0.029], [1.098, -0.185, 0.996], [-0.210, 0.141, 0.400], [-0.979, 1.070, 0.072], [1.763, -0.870, -1.024], [1.483, 0.625, 1.634], [0.981, -1.074, 1.642], [-1.175, 2.026, -0.399]]}

---

[3]
{"formula": "C4H5HoLiO2", "method": "ωB97M-V/def2-TZVPD", "spin_multiplicity": 5, "fmax_ev_per_a": 4.27, "charge": 1, "total_energy_ev": -34315.732, "lumo_ev": [-3.81, -3.81], "homo_energy_ev": [-8.71, -10.21], "elements": ["C", "C", "C", "C", "O", "O", "Li", "Ho", "H", "H", "H", "H", "H"], "coordinates": [[-1.400, 0.453, -0.432], [-0.884, -0.874, -0.025], [0.552, -1.021, 0.121], [1.460, 0.012, 0.301], [2.716, -0.085, 0.112], [-2.053, 1.179, 0.383], [-3.226, 1.443, 1.684], [4.719, 1.203, -0.861], [-1.061, -0.786, -1.332], [-1.441, 0.852, -1.469], [-1.440, -1.305, 0.818], [0.964, -2.016, -0.072], [1.095, 0.946, 0.771]]}

---

[4]
{"formula": "C4H5I3", "method": "ωB97M-V/def2-TZVPD", "fmax_ev_per_a": 2.43, "charge": 0, "total_energy_ev": -28529.507, "lumo_ev": -0.46, "homo_energy_ev": -9.20, "elements": ["C", "C", "C", "C", "I", "I", "I", "H", "H", "H", "H", "H"], "coordinates": [[-0.371, -0.111, -0.119], [0.503, 0.356, 1.048], [0.942, -0.579, -0.881], [1.656, 0.354, 0.052], [1.492, -2.597, -0.903], [1.720, 2.355, -1.016], [3.622, -0.091, 0.926], [-1.263, -0.765, 0.113], [-0.767, 0.688, -0.731], [0.321, 1.360, 1.533], [0.756, -0.481, 1.663], [1.169, -0.188, -1.827]]}

---

[5]
{"formula": "C4H5I3", "method": "ωB97M-V/def2-TZVPD", "fmax_ev_per_a": 3.77, "charge": 0, "total_energy_ev": -28529.270, "lumo_ev": -0.15, "homo_energy_ev": -9.06, "elements": ["C", "C", "C", "C", "I", "I", "I", "H", "H", "H", "H", "H"], "coordinates": [[1.089, -0.014, -0.315], [0.401, -0.287, 0.963], [-0.225, 0.583, -0.910], [-0.925, -0.421, 0.252], [-0.424, 2.674, -0.480], [-1.116, -2.431, -0.537], [-2.883, 0.117, 1.061], [1.801, 0.772, -0.349], [1.562, -0.900, -0.819], [0.827, -1.156, 1.422], [0.346, 0.720, 1.596], [-0.453, 0.344, -1.884]]}

---

[6]
{"formula": "C4H5I3O2", "method": "ωB97M-V/def2-TZVPD", "fmax_ev_per_a": 2.80, "charge": 0, "total_energy_ev": -32624.834, "lumo_ev": -0.86, "homo_energy_ev": -9.20, "elements": ["C", "C", "C", "C", "O", "O", "I", "I", "I", "H", "H", "H", "H", "H"], "coordinates": [[2.000, 0.255, 0.274], [-0.332, -0.595, 0.320], [0.612, 0.384, -0.395], [4.310, 0.043, -0.096], [2.205, 0.257, 1.468], [2.982, 0.134, -0.583], [4.824, 1.756, 1.101], [4.692, -1.757, 1.105], [5.446, -0.039, -1.858], [-0.086, -0.796, 1.408], [-1.442, -0.361, 0.182], [-0.158, -1.499, -0.207], [0.305, 1.377, -0.151], [0.828, 0.181, -1.537]]}

---

[7]
{"formula": "C4H5IN2O", "method": "ωB97M-V/def2-TZVPD", "fmax_ev_per_a": 4.82, "charge": 0, "total_energy_ev": -17351.636, "lumo_ev": [-0.26, -0.31], "homo_energy_ev": [-8.27, -7.94], "elements": ["C", "C", "C", "C", "N", "N", "O", "I", "H", "H", "H", "H", "H"], "coordinates": [[1.639, 2.084, 1.625], [0.891, 1.771, 2.677], [1.733, 1.500, 0.230], [-0.986, -0.706, 0.792], [0.881, 0.440, 0.055], [0.322, -0.267, 1.051], [2.509, 1.884, -0.578], [-0.632, 1.221, 3.898], [2.418, 2.809, 1.616], [-0.941, -1.694, 0.189], [-1.368, -0.750, 1.765], [-1.546, -0.094, 0.217], [0.317, 0.356, -0.883]]}

---

[8]
{"formula": "C4H5IN2S", "method": "ωB97M-V/def2-TZVPD", "smiles": "S=c1[nH]ccn1CI", "fmax_ev_per_a": 4.11, "charge": 0, "total_energy_ev": -26143.701, "lumo_ev": 0.04, "homo_energy_ev": -7.56, "elements": ["C", "C", "C", "C", "N", "N", "S", "I", "H", "H", "H", "H", "H"], "coordinates": [[-0.151, 1.010, -0.371], [-1.266, 0.690, -1.120], [-0.468, -1.159, 0.011], [1.507, 0.262, 1.141], [0.319, -0.052, 0.311], [-1.391, -0.688, -0.849], [-0.880, -2.798, 0.358], [3.039, 0.772, -0.177], [0.395, 1.956, -0.150], [-2.141, 1.165, -1.506], [1.797, -0.685, 1.592], [1.268, 0.885, 1.946], [-2.029, -1.357, -1.187]]}

---

[9]
{"formula": "C4H5IrLiO5", "method": "ωB97M-V/def2-TZVPD", "spin_multiplicity": 6, "fmax_ev_per_a": 12.05, "charge": 4, "total_energy_ev": -17447.841, "lumo_ev": [-16.46, -21.24], "homo_energy_ev": [-25.65, -26.86], "elements": ["O", "C", "O", "O", "C", "C", "Ir", "H", "H", "H", "H", "Li", "O", "C", "O", "H"], "coordinates": [[-0.345, 2.441, -1.678], [-0.749, 1.358, -1.140], [-1.969, 1.125, -1.063], [0.184, 0.559, -0.650], [-0.071, -0.654, 0.294], [-0.161, -1.430, -0.956], [-2.236, 2.703, -2.046], [-0.974, -0.598, 0.906], [0.527, -2.166, -0.224], [-1.166, -1.845, -1.091], [0.519, -1.247, -1.792], [1.429, 3.023, -1.902], [1.048, -0.588, 1.274], [0.913, -0.999, 2.435], [1.688, -0.722, 3.371], [1.365, -0.960, 4.263]]}

---

[10]
{"formula": "C4H5KMgO", "method": "ωB97M-V/def2-TZVPD", "spin_multiplicity": 2, "fmax_ev_per_a": 4.25, "charge": 1, "total_energy_ev": -28038.353, "lumo_ev": [-3.76, -4.60], "homo_energy_ev": [-10.52, -11.84], "elements": ["C", "C", "C", "H", "H", "H", "H", "O", "C", "Mg", "K", "H"], "coordinates": [[1.864, -0.808, 0.031], [0.659, -0.403, 0.400], [-0.666, -0.740, 0.879], [2.628, -0.091, -0.279], [2.107, -1.870, -0.052], [-1.322, -1.322, 0.221], [-0.841, -0.859, 1.952], [-0.824, 1.220, -0.933], [-0.401, 0.807, 0.300], [0.321, 1.247, -2.584], [-3.395, 1.212, -0.936], [-0.129, 1.608, 1.002]]}

---

[11]
{"formula": "C4H5KO", "method": "ωB97M-V/def2-TZVPD", "spin_multiplicity": 2, "fmax_ev_per_a": 1.55, "charge": -1, "total_energy_ev": -22598.977, "lumo_ev": [2.58, 3.32], "homo_energy_ev": [-0.66, -3.44], "elements": ["C", "C", "C", "C", "O", "K", "H", "H", "H", "H", "H"], "coordinates": [[2.633, 0.509, 0.212], [1.964, -0.450, -0.449], [-1.620, 0.452, -0.830], [-2.436, -0.119, -0.101], [-3.247, -0.716, 0.623], [-5.218, -0.958, 2.594], [2.977, 1.408, -0.310], [2.544, 0.604, 1.297], [1.612, -1.346, 0.069], [1.981, -0.491, -1.543], [-1.190, 1.108, -1.562]]}

---

[12]
{"formula": "C4H5LaO2", "method": "ωB97M-V/def2-TZVPD", "fmax_ev_per_a": 2.58, "charge": 0, "total_energy_ev": -9175.269, "lumo_ev": [-2.19, -2.18], "homo_energy_ev": [-5.62, -5.62], "elements": ["O", "C", "C", "C", "C", "O", "La", "H", "H", "H", "H", "H"], "coordinates": [[0.925, -1.695, -2.070], [1.434, -1.351, -0.877], [0.929, -0.128, -0.198], [-0.374, 0.152, 0.065], [-0.718, 1.382, 0.712], [-1.849, 1.704, 1.105], [-4.668, 1.246, 1.503], [2.555, -1.252, -0.818], [1.126, -2.208, -0.181], [1.691, 0.611, 0.083], [-1.161, -0.561, -0.191], [0.112, 2.100, 0.867]]}

---

[13]
{"formula": "C4H5LaO2", "method": "ωB97M-V/def2-TZVPD", "fmax_ev_per_a": 7.71, "charge": 4, "total_energy_ev": -9126.920, "lumo_ev": -19.73, "homo_energy_ev": -26.00, "elements": ["H", "C", "C", "O", "La", "H", "O", "C", "C", "H", "H", "H"], "coordinates": [[-1.441, -0.133, -1.401], [-3.275, -0.510, -1.275], [-2.166, -0.019, -0.477], [-2.212, 0.962, 0.238], [-0.745, 2.803, 1.563], [-3.075, -1.378, -1.912], [-5.455, -1.149, 0.196], [-4.759, -0.587, -0.654], [-4.659, 0.452, -1.573], [-4.956, -1.628, 0.893], [-4.576, 1.465, -1.159], [-5.118, 0.335, -2.560]]}

---

[14]
{"formula": "C4H5LiMgO", "method": "ωB97M-V/def2-TZVPD", "fmax_ev_per_a": 4.90, "charge": 2, "total_energy_ev": -11903.828, "lumo_ev": [-9.70, -9.70], "homo_energy_ev": [-16.36, -16.35], "elements": ["C", "C", "H", "C", "C", "O", "Mg", "H", "H", "H", "H", "Li"], "coordinates": [[-1.582, 0.934, -0.172], [-2.666, 0.399, -0.403], [-3.645, -0.033, -0.543], [-0.704, -1.454, 0.251], [0.760, -1.408, 0.038], [1.401, -0.282, 0.041], [0.410, 1.470, 0.042], [-1.114, -2.476, 0.269], [-0.881, -1.118, 1.285], [-0.419, -1.585, -1.014], [1.313, -2.255, 0.477], [3.367, -0.412, 0.102]]}

---

[15]
{"formula": "C4H5LiO2", "method": "ωB97M-V/def2-TZVPD", "spin_multiplicity": 2, "fmax_ev_per_a": 7.10, "charge": 1, "total_energy_ev": -8517.536, "lumo_ev": [-4.26, -6.78], "homo_energy_ev": [-13.85, -13.75], "elements": ["O", "C", "Li", "H", "O", "C", "C", "C", "H", "H", "H", "H"], "coordinates": [[2.931, 0.048, -0.158], [1.746, -0.185, -0.348], [4.258, -0.365, -0.425], [1.050, -0.684, -1.261], [-1.966, -2.636, 1.370], [-1.169, -1.540, 1.777], [0.199, -1.719, 1.178], [0.779, -0.849, 0.364], [-2.784, -2.635, 1.874], [-1.066, -1.521, 2.875], [-1.610, -0.583, 1.459], [0.697, -2.677, 1.372]]}

---

[16]
{"formula": "C4H5LiO2", "method": "ωB97M-V/def2-TZVPD", "fmax_ev_per_a": 7.04, "charge": 2, "total_energy_ev": -8505.914, "lumo_ev": -9.43, "homo_energy_ev": -17.32, "elements": ["H", "C", "C", "O", "Li", "H", "O", "C", "C", "H", "H", "H"], "coordinates": [[-1.683, -0.639, -0.881], [-0.448, -0.262, -0.899], [-1.206, 0.856, -0.703], [-1.553, 1.659, 0.095], [-2.858, 2.930, 0.680], [-0.131, -0.509, -1.915], [2.468, 0.199, 0.110], [1.510, -0.539, 0.303], [0.714, -1.353, 0.975], [2.265, 1.047, -0.345], [0.238, -0.978, 1.889], [0.684, -2.411, 0.690]]}

---

[17]
{"formula": "C4H5N", "method": "ωB97M-V/def2-TZVPD", "smiles": "C=CCC#N", "fmax_ev_per_a": 7.09, "charge": 0, "total_energy_ev": -5716.099, "lumo_ev": 0.75, "homo_energy_ev": -10.15, "elements": ["C", "C", "C", "C", "H", "H", "H", "H", "H", "N"], "coordinates": [[-1.536, -0.317, 0.963], [-0.557, -0.253, -0.013], [0.861, -0.003, -0.186], [1.523, 0.724, -1.232], [-1.324, 0.415, 1.835], [-2.464, -0.709, 0.700], [-1.114, -0.719, -0.847], [1.291, -0.858, -0.152], [1.287, 0.210, 0.784], [2.033, 1.509, -1.852]]}

---

[18]
{"formula": "C4H5N", "method": "ωB97M-V/def2-TZVPD", "smiles": "C#C[C@H]1CN1", "fmax_ev_per_a": 3.11, "charge": 0, "total_energy_ev": -5714.681, "lumo_ev": 1.08, "homo_energy_ev": -9.24, "elements": ["C", "C", "C", "C", "N", "H", "H", "H", "H", "H"], "coordinates": [[-0.603, -0.594, 2.272], [-0.195, -0.289, 1.187], [0.331, 0.097, -0.050], [0.110, -0.163, -1.482], [0.072, 1.204, -0.940], [-0.373, -0.807, 3.279], [1.327, -0.038, 0.533], [-0.795, -0.647, -1.835], [0.989, -0.375, -2.083], [-0.862, 1.612, -0.880]]}

---

[19]
{"formula": "C4H5N", "method": "ωB97M-V/def2-TZVPD", "smiles": "C=C=C.C#N", "fmax_ev_per_a": 2.97, "charge": 0, "total_energy_ev": -5714.748, "lumo_ev": 0.54, "homo_energy_ev": -9.47, "elements": ["C", "C", "C", "C", "N", "H", "H", "H", "H", "H"], "coordinates": [[-1.989, -0.288, -0.255], [0.423, -0.210, -0.221], [1.335, -1.139, -0.276], [0.074, 0.996, 0.153], [-2.349, -1.021, 0.560], [-2.045, 0.486, -1.033], [1.177, -2.119, -0.581], [2.365, -0.708, -0.427], [-0.253, 1.430, 1.128], [-0.230, 1.761, -0.468]]}

---

[20]
{"formula": "C4H5N", "method": "ωB97M-V/def2-TZVPD", "fmax_ev_per_a": 0.91, "charge": 0, "total_energy_ev": -5713.394, "lumo_ev": 0.94, "homo_energy_ev": -8.14, "elements": ["C", "C", "C", "C", "N", "H", "H", "H", "H", "H"], "coordinates": [[-1.946, -0.538, -1.027], [-0.856, -0.128, -0.704], [0.441, 0.432, -0.297], [0.730, 0.786, 1.114], [1.320, -0.633, 0.279], [-2.918, -0.887, -1.310], [0.909, 0.998, -1.113], [-0.049, 0.320, 1.738], [2.234, -0.386, 0.612], [0.864, -1.491, 0.561]]}